[1]
Below is 8 unconnected molecules or ions with the total composition C32H50IN8O2, with properties calculated with ωB97M-V with the def2-TZVPD basis set.

As for the energy above the lowest of the compared OMol25 structures with the same formula, charge and spin: 0.0 kJ/mol. The value obtained for the LUMO energy is -3.910 eV. The value obtained for the highest occupied orbital energy is -12.69 eV. As for the net charge: +1.

The geometry in XYZ format:
```
93
Properties=species:S:1:pos:R:3:mulliken_charge:R:1
C -1.801 2.233 -1.028 -0.872
C -0.508 2.138 -1.939 -0.534
C 0.825 1.792 -1.152 -0.349
C 1.073 0.209 -0.997 -0.247
C 0.174 -0.236 0.214 -0.422
C 0.649 0.054 1.566 0.247
C -0.223 -0.324 2.688 -0.506
C 0.310 0.036 4.120 -0.518
C 1.799 -0.404 4.332 -0.221
O 2.215 -1.503 4.167 -0.420
I 3.245 1.095 5.016 0.051
N -1.436 -0.921 2.458 1.408
O -2.237 -1.224 3.516 -0.369
C -2.899 -0.014 4.022 -0.327
C -4.452 0.005 3.754 -0.530
C -4.765 0.995 2.554 -0.764
C -1.913 -1.242 1.182 -1.482
C -1.149 -0.921 0.007 1.503
C -1.581 -1.185 -1.457 -0.083
C -2.828 -2.122 -1.630 0.293
C -2.932 -2.409 -3.204 -1.008
C -4.211 -1.425 -1.215 -1.090
H -2.175 3.293 -1.000 0.487
H -2.618 1.655 -1.551 0.129
H -1.656 1.877 0.023 0.109
H -0.355 3.149 -2.413 0.506
H -0.647 1.387 -2.762 0.216
H 0.677 2.163 -0.097 0.046
H 1.719 2.314 -1.576 0.460
H 2.137 -0.007 -0.725 -0.199
H 0.832 -0.352 -1.932 -0.247
H 1.625 0.568 1.690 0.842
H -0.334 -0.518 4.858 0.300
H 0.186 1.142 4.247 0.518
H -2.691 0.097 5.126 0.352
H -2.470 0.922 3.557 0.188
H -4.778 -1.033 3.489 0.274
H -5.019 0.308 4.674 0.364
H -4.168 1.946 2.648 0.314
H -5.848 1.299 2.511 0.379
H -4.503 0.442 1.608 -0.023
H -2.896 -1.754 1.102 0.663
H -0.714 -1.714 -1.953 -0.003
H -1.763 -0.262 -2.063 -0.551
H -2.706 -3.130 -1.156 0.544
H -3.576 -1.648 -3.725 0.230
H -1.913 -2.300 -3.680 -0.033
H -3.266 -3.449 -3.435 0.359
H -4.883 -1.271 -2.104 0.489
H -4.742 -2.138 -0.521 0.239
H -4.029 -0.428 -0.717 0.052
C 1.338 -3.322 -3.745 -0.514
C 0.186 -3.790 -4.553 0.355
N -0.705 -4.153 -5.181 -0.441
H 1.248 -2.252 -3.556 -0.004
H 1.363 -3.852 -2.792 0.274
H 2.268 -3.510 -4.281 0.393
C -0.836 -4.622 2.895 -0.228
C -0.833 -5.537 1.728 0.208
N -0.830 -6.242 0.822 -0.376
H -1.618 -4.915 3.595 0.311
H 0.128 -4.663 3.401 0.315
H -1.020 -3.601 2.562 -0.265
C 2.972 5.170 0.048 -0.937
C 1.587 4.863 0.476 0.509
N 0.511 4.626 0.810 -0.477
H 3.143 6.253 0.083 0.371
H 3.683 4.679 0.712 0.275
H 3.132 4.816 -0.971 0.298
C 4.309 -0.588 1.137 -0.352
C 4.279 -1.500 -0.031 0.329
N 4.257 -2.206 -0.937 -0.440
H 3.537 -0.877 1.851 -0.068
H 5.282 -0.641 1.624 0.396
H 4.129 0.438 0.811 0.282
C 7.147 -4.443 -0.864 -0.600
C 7.753 -3.506 0.112 0.330
N 8.222 -2.779 0.867 -0.391
H 7.020 -5.424 -0.407 0.254
H 6.173 -4.068 -1.178 0.160
H 7.791 -4.539 -1.737 0.258
C 2.820 8.766 2.717 -0.806
C 3.653 8.065 1.711 0.438
N 4.299 7.520 0.931 -0.489
H 2.078 9.386 2.214 0.276
H 2.309 8.039 3.347 0.270
H 3.450 9.399 3.341 0.309
C -3.527 0.052 -6.876 -0.863
C -3.452 0.799 -5.598 0.426
N -3.393 1.372 -4.603 -0.427
H -3.389 0.737 -7.713 0.342
H -2.747 -0.709 -6.906 0.260
H -4.500 -0.430 -6.967 0.280
```

[2]
Below is a molecular structure, C32H50NV, with properties calculated with ωB97M-V with the def2-TZVPD basis set.

As for the energy above the lowest of the compared OMol25 structures with the same formula, charge and spin: 92.5 kJ/mol. The value obtained for the LUMO energy (spin up / spin down) is 0.258 / 0.538 eV. The value obtained for the highest occupied orbital energy (spin up / spin down) is -7.31 / -7.71 eV. As for the expectation value of S²: 2.022. Its spin multiplicity is 3.

The geometry in XYZ format:
```
84
Properties=species:S:1:pos:R:3:mulliken_spin:R:1
V 0.061 0.358 0.473 1.826
C 0.681 -0.927 -1.184 0.005
C -0.461 -1.649 -0.775 -0.001
C -0.208 -2.156 0.505 -0.077
C 1.152 -1.648 0.903 0.018
C 1.731 -1.044 -0.205 -0.037
C 3.166 -0.962 -0.559 0.048
C 4.149 -1.023 0.677 -0.002
C 3.513 -2.230 -1.292 0.001
C 3.425 0.270 -1.386 0.004
C -1.022 -3.189 1.406 -0.006
C -2.370 -2.602 1.957 -0.006
C -0.218 -3.579 2.689 0.005
C -1.292 -4.480 0.589 0.001
C -1.499 -1.863 -1.899 0.050
C -1.114 -3.131 -2.712 0.000
C -1.395 -0.629 -2.977 0.004
C -2.940 -1.982 -1.448 0.010
H 0.773 -0.374 -2.087 0.058
H 1.657 -1.753 1.906 -0.001
H 4.173 -1.991 1.182 0.001
H 3.808 -0.275 1.350 -0.006
H 5.128 -0.724 0.319 0.000
H 3.649 -3.051 -0.559 0.000
H 4.536 -2.203 -1.769 0.000
H 2.796 -2.569 -2.099 0.001
H 3.148 1.196 -0.838 0.008
H 2.745 0.302 -2.242 -0.001
H 4.441 0.409 -1.753 0.000
H -2.713 -3.234 2.760 -0.001
H -3.167 -2.539 1.217 -0.001
H -2.112 -1.653 2.413 0.008
H -0.141 -2.711 3.348 -0.002
H 0.726 -3.966 2.419 0.000
H -0.782 -4.410 3.200 0.000
H -1.676 -4.376 -0.414 0.000
H -2.006 -5.136 1.112 0.000
H -0.363 -5.034 0.536 0.000
H -0.060 -3.244 -2.713 0.001
H -1.423 -3.056 -3.737 0.000
H -1.463 -4.020 -2.204 0.001
H -0.524 -0.728 -3.584 0.001
H -1.395 0.302 -2.370 0.004
H -2.296 -0.541 -3.616 0.000
H -3.080 -3.022 -1.246 0.000
H -3.529 -1.735 -2.319 0.000
H -3.237 -1.420 -0.577 -0.002
C 1.542 0.340 3.301 0.042
N 0.595 1.157 2.490 -0.046
C 1.051 2.546 2.354 0.064
C -0.706 1.208 3.241 0.003
C -1.934 1.304 2.373 0.024
C -3.127 1.750 2.842 -0.001
C -4.293 1.663 2.104 0.020
C -4.224 1.249 0.778 -0.012
C -2.965 1.061 0.219 -0.010
C -1.855 0.876 1.036 -0.081
H 1.751 0.853 4.263 0.002
H 2.396 0.291 2.657 -0.006
H 1.146 -0.663 3.425 0.001
H 1.294 3.021 3.317 0.005
H 0.225 3.154 1.886 0.000
H 1.926 2.676 1.659 -0.012
H -0.698 2.107 3.891 0.001
H -0.830 0.407 3.912 0.000
H -3.132 2.209 3.855 0.000
H -5.202 1.739 2.623 0.001
H -5.139 1.181 0.135 0.000
H -2.794 0.942 -0.856 -0.004
C 0.489 5.425 -1.403 0.009
C 0.818 4.077 -2.152 -0.013
C 2.297 3.976 -2.610 0.003
C -0.223 3.936 -3.254 0.006
C 0.542 2.928 -1.305 0.006
C 0.244 1.873 -0.685 0.092
H 0.692 6.243 -2.085 -0.001
H 1.130 5.400 -0.541 0.001
H -0.526 5.409 -1.029 -0.001
H 2.556 4.777 -3.274 0.001
H 2.508 3.058 -3.124 -0.002
H 2.975 3.993 -1.750 -0.001
H -0.111 4.762 -3.950 0.001
H -1.238 4.023 -2.909 -0.001
H -0.150 3.071 -3.830 -0.001
```

Question: What is the formula in the first record?
Answer: C32H50IN8O2